Formula: C30H24IN5Ru
Source: OMol25
Level of theory: the ωB97M-V functional and the def2-TZVPD basis

Output
HOMO (alpha / beta) = -8.8 / -10.5 eV
2S+1 = 6
<S²> = 8.8047
HOMO-LUMO gap (alpha / beta) = 0.2434 / 0.2077 Eh
net charge = +1
energy relative to the best compared isomer or geometry (same formula, charge and spin) = 0.000 eV

Last column: Löwdin spin population.
CARTESIAN COORDINATES (ANGSTROEM)
Ru: -0.73807 0.04498 -0.38476  3.270
C: 4.76843 3.87789 -2.48943  0.015
C: 3.90976 2.86145 -1.81912  0.082
C: 4.42812 1.65188 -1.35455  -0.012
C: 3.62574 0.71348 -0.75177  0.076
C: 2.23349 0.90881 -0.59355  0.021
N: 1.44349 -0.04174 -0.01502  0.399
C: 1.95428 -0.81978 0.98310  0.027
C: 2.83532 -0.26295 1.93957  0.059
C: 3.29180 -0.97875 3.01722  -0.009
C: 2.92188 -2.31129 3.19750  0.061
C: 3.34030 -3.08235 4.40274  0.011
C: 2.08955 -2.88993 2.24935  -0.006
C: 1.59663 -2.18027 1.16526  0.056
N: 0.73208 -2.87225 0.29912  0.012
C: 0.77938 -4.19445 0.02572  0.010
C: -0.38481 -4.52452 -0.62668  0.006
C: -1.10065 -3.33095 -0.70370  0.017
N: -0.41119 -2.33907 -0.15481  0.100
C: 1.71433 2.13323 -1.08723  0.072
C: 2.54508 3.07618 -1.66911  -0.005
N: 0.34463 2.46636 -0.99426  0.035
C: -0.15486 3.66805 -0.60434  0.051
C: -1.46330 3.72611 -1.02956  0.014
C: -1.68978 2.52685 -1.70906  0.073
N: -0.58919 1.76120 -1.67684  0.075
H: 5.79033 3.83250 -2.12302  0.002
H: 4.38018 4.88276 -2.33662  0.001
H: 4.78778 3.68597 -3.56465  0.006
H: 5.48194 1.45057 -1.47755  -0.002
H: 4.05252 -0.21903 -0.41476  0.002
H: 3.10044 0.77758 1.83728  0.001
H: 3.92556 -0.49842 3.74601  -0.001
H: 4.31987 -2.76518 4.75105  0.001
H: 3.35826 -4.14988 4.19910  0.001
H: 2.62429 -2.90318 5.20648  0.005
H: 1.78483 -3.91685 2.37930  -0.001
H: 1.62230 -4.80266 0.28233  0.001
H: -0.68506 -5.48020 -1.00149  0.001
H: -2.08106 -3.17473 -1.10834  0.001
H: 2.10769 3.99794 -2.02525  -0.002
H: 0.43080 4.36174 -0.03598  0.003
H: -2.17033 4.51209 -0.86568  0.000
H: -2.57132 2.20201 -2.23174  0.002
I: -1.73726 0.87679 2.08525  0.174
C: -3.76389 0.48610 1.27250  0.004
C: -4.85368 0.87807 1.99327  0.011
C: -6.13074 0.71103 1.43392  -0.005
C: -6.27010 0.20609 0.16864  0.009
C: -5.14739 -0.18922 -0.58434  0.003
C: -5.25874 -0.66638 -1.90771  0.037
C: -4.15509 -1.03445 -2.62811  0.004
C: -2.88547 -0.99250 -2.03402  0.073
C: -2.73236 -0.50849 -0.75388  0.115
C: -3.84401 -0.07368 -0.01003  0.031
H: -4.74528 1.30237 2.97870  0.003
H: -6.99432 0.99512 2.01333  -0.001
H: -7.24888 0.11705 -0.27797  0.001
H: -6.24042 -0.73998 -2.34762  0.002
H: -4.25157 -1.39870 -3.63950  0.000
H: -2.02227 -1.35039 -2.59465  0.012

Formula: C30H24N3O4PtS
Source: OMol25
Level of theory: the ωB97M-V functional and the def2-TZVPD basis

Output
HOMO (alpha / beta) = -16.1 / -16.1 eV
2S+1 = 5
<S²> = 6.0230
HOMO-LUMO gap (alpha / beta) = 0.2544 / 0.1139 Eh
net charge = +3

Last column: Löwdin spin population.
CARTESIAN COORDINATES (ANGSTROEM)
Pt: -0.44467 0.81899 0.14649  1.436
C: -4.08519 3.08492 1.30394  0.005
O: -2.86755 3.84557 1.65536  0.019
C: -1.85656 3.11700 1.30669  0.022
N: -2.08796 1.97278 0.75022  0.112
C: -3.55121 1.78863 0.63753  0.013
C: -4.04904 0.50676 1.26047  0.005
C: -3.20348 -0.44064 1.82695  0.013
C: -3.71899 -1.62169 2.34629  0.003
C: -5.08541 -1.85545 2.31659  0.001
C: -5.93669 -0.90671 1.76179  0.006
C: -5.42204 0.26564 1.23557  0.000
C: -0.46212 3.52545 1.60019  0.011
C: -0.02319 4.65137 2.27203  0.006
C: 1.34007 4.74239 2.55509  0.001
C: 2.20628 3.70638 2.21588  0.004
C: 1.67549 2.61808 1.54148  0.016
N: 0.38931 2.57398 1.21806  0.150
C: 2.35020 1.34917 1.17995  0.008
N: 1.73288 0.43999 0.51058  0.118
C: 2.63690 -0.71831 0.37630  0.007
C: 3.85256 -0.28769 1.23848  0.006
O: 3.55989 1.10701 1.60081  0.003
C: 2.00712 -2.02878 0.77640  0.002
C: 2.55414 -3.20548 0.26389  0.000
C: 2.03315 -4.43736 0.62578  0.002
C: 0.95267 -4.50582 1.49759  0.001
C: 0.41113 -3.34014 2.01888  0.000
C: 0.94037 -2.10461 1.66594  0.004
H: -4.66296 3.72197 0.63964  0.001
H: -4.62076 2.90366 2.23336  0.001
H: -3.78984 1.78651 -0.43001  0.000
H: -2.13386 -0.25639 1.92676  0.007
H: -3.05683 -2.34815 2.79560  0.000
H: -5.48954 -2.76704 2.73371  0.000
H: -7.00305 -1.08204 1.73765  0.000
H: -6.09837 0.98760 0.79325  0.000
H: -0.72200 5.41555 2.58367  0.001
H: 1.72116 5.60949 3.07765  0.000
H: 3.25398 3.73268 2.48083  0.001
H: 2.93129 -0.77839 -0.67649  0.000
H: 4.79729 -0.28383 0.70228  0.001
H: 3.94194 -0.84821 2.16763  0.000
H: 3.40294 -3.16060 -0.40899  0.000
H: 2.47382 -5.34476 0.23731  0.000
H: 0.54801 -5.46674 1.78250  0.000
H: -0.40853 -3.39307 2.72141  0.000
H: 0.54911 -1.20854 2.14249  0.001
O: 4.00734 -0.69347 -6.94871  0.004
C: 3.19569 -1.39961 -6.24876  0.047
O: 2.97957 -2.59121 -6.55093  0.696
C: 2.35222 -1.00267 -5.10411  0.108
C: 1.56134 0.15657 -5.17751  0.024
C: 0.71321 0.44876 -4.13138  0.052
C: 0.63499 -0.43067 -3.04130  0.151
S: -0.64926 -0.20126 -1.84028  0.820
C: 1.41280 -1.58222 -2.96535  0.039
C: 2.27198 -1.88035 -4.01169  0.063
H: 4.16321 0.20055 -6.59522  0.001
H: 1.58344 0.80156 -6.04669  0.000
H: 0.08833 1.33001 -4.17464  0.004
H: 1.33063 -2.25811 -2.12305  0.003
H: 2.87270 -2.77902 -3.98584  0.000

Formula: C30H25AsKN4O6S3
Source: OMol25
Level of theory: the ωB97M-V functional and the def2-TZVPD basis

Output
HOMO = -5.2 eV
HOMO-LUMO gap = 0.2613 Eh
net charge = -1
energy relative to the best compared isomer or geometry (same formula, charge and spin) = 1.812 eV

Last column: Löwdin charge in e.
CARTESIAN COORDINATES (ANGSTROEM)
K: -0.63695 -0.02273 -0.09234  0.748
N: 3.89273 -0.70953 2.18521  0.125
C: 5.08534 -0.69973 1.45582  -0.241
C: 6.30390 -0.74469 2.11349  -0.033
C: 7.49740 -0.73592 1.39915  -0.102
C: 7.47506 -0.65989 0.02110  -0.105
C: 6.25620 -0.60297 -0.64531  -0.110
C: 5.06757 -0.63546 0.05921  -0.426
S: 3.51834 -0.56487 -0.81197  1.010
N: 2.40593 -0.34378 0.39060  -0.233
C: 2.66566 -0.38248 1.62946  -0.360
C: 1.58727 0.04839 2.54372  -0.229
C: 1.83654 1.00719 3.51972  -0.012
C: 0.75069 1.56574 4.17587  -0.056
C: -0.52244 1.14851 3.83738  -0.033
C: -0.66226 0.13532 2.89752  -0.137
N: 0.36986 -0.41160 2.27985  0.038
H: 3.97544 -0.67062 3.18769  0.134
H: 6.31079 -0.79506 3.19548  0.108
H: 8.43606 -0.78243 1.93355  0.097
H: 8.39732 -0.64050 -0.54241  0.097
H: 6.21947 -0.53902 -1.72386  0.103
H: 2.84235 1.35216 3.72156  0.109
H: 0.90215 2.34172 4.91496  0.105
H: -1.39384 1.61003 4.27585  0.111
H: -1.63710 -0.22112 2.59277  0.098
O: -2.64635 0.06877 -2.19113  -0.273
As: -3.51217 0.55330 -0.72749  0.779
O: -5.05149 0.04686 -0.91397  -0.502
O: -2.78055 -0.08230 0.59477  -0.603
C: -3.50538 2.51363 -0.79857  -0.211
C: -4.77423 3.08172 -0.83532  -0.093
C: -4.94224 4.45424 -0.90616  -0.093
C: -3.82931 5.28141 -0.96557  -0.092
C: -2.56018 4.72722 -0.92049  -0.070
C: -2.40216 3.35354 -0.82498  -0.247
S: -0.72287 2.73770 -0.63742  0.453
O: 0.15828 3.87474 -0.81824  -0.327
O: -0.53824 1.68874 -1.65438  -0.461
O: -0.65765 2.16684 0.70715  -0.421
H: -1.83564 0.59901 -2.12737  -0.049
H: -5.62129 2.40394 -0.80129  0.092
H: -5.93823 4.88099 -0.91205  0.094
H: -3.95444 6.35342 -1.04712  0.094
H: -1.66534 5.33312 -0.94586  0.101
N: 0.08805 -2.26500 -0.76119  -0.420
S: 0.26927 -2.99343 0.58710  1.005
C: -0.78857 -4.47303 0.60768  -0.369
C: -0.80296 -5.32181 -0.48687  -0.077
C: -1.64353 -6.41959 -0.49158  -0.074
C: -2.46569 -6.66660 0.59886  -0.087
C: -2.44960 -5.81245 1.68911  -0.078
C: -1.61161 -4.70701 1.69436  -0.076
C: 1.80195 -4.02052 0.45526  -0.359
C: 2.60064 -3.80339 -0.65052  -0.124
C: 3.79298 -4.49468 -0.79087  -0.078
C: 4.17126 -5.41441 0.17447  -0.094
C: 3.35950 -5.63856 1.27778  -0.089
C: 2.17497 -4.93456 1.42682  -0.084
H: -0.10582 -2.87543 -1.54806  0.017
H: -0.15410 -5.12306 -1.33023  0.112
H: -1.66412 -7.08020 -1.34706  0.103
H: -3.12469 -7.52409 0.59445  0.100
H: -3.10229 -5.99889 2.53049  0.103
H: -1.59949 -4.01918 2.52826  0.110
H: 2.26868 -3.08411 -1.38553  0.069
H: 4.42110 -4.30775 -1.65084  0.105
H: 5.09778 -5.96169 0.06436  0.097
H: 3.65068 -6.36717 2.02293  0.099
H: 1.53800 -5.10326 2.28552  0.109